{
  "formula": "C10H10N4",
  "method": "ωB97M-V with the def2-TZVPD basis set",
  "symbols": ["C", "C", "C", "C", "C", "C", "C", "C", "C", "C", "N", "N", "N", "N", "H", "H", "H", "H", "H", "H", "H", "H", "H", "H"],
  "xyz": [[3.61, 1.52, 0.34], [4.02, -0.22, -1.22], [2.66, -1.86, 0.35], [-0.13, 0.65, -0.18], [0.21, -0.35, 0.71], [0.10, 1.94, 0.17], [1.40, -0.22, 1.54], [3.37, 0.24, -0.10], [-0.83, 0.30, -1.53], [-0.59, -1.63, 0.61], [3.81, 2.53, 0.84], [4.55, -0.38, -2.22], [2.80, -2.97, 0.09], [2.56, -0.59, 0.66], [0.03, 2.65, -0.64], [0.38, 2.29, 1.19], [1.73, 0.79, 1.90], [1.33, -0.87, 2.39], [-1.79, 0.09, -1.16], [-0.44, -0.49, -2.09], [-1.11, 1.13, -2.21], [-0.58, -2.21, -0.34], [-1.56, -1.21, 0.47], [-0.65, -2.32, 1.46]],
  "lowdin_charge": [-0.19, -0.19, -0.30, -0.33, -0.24, 0.08, -0.08, -0.21, -0.02, -0.04, 0.20, 0.21, 0.21, 0.00, 0.07, 0.09, 0.13, 0.13, 0.05, 0.07, 0.09, 0.10, 0.06, 0.09],
  "max_force_ev_per_a": 2.61,
  "e_above_lowest_kcal_mol": 143.7,
  "homo_lumo_gap_ha": [0.290, 0.222],
  "homo_energy_ev": [-8.89, -8.19]
}



{
  "formula": "C8H13F2N",
  "method": "ωB97M-V with the def2-TZVPD basis set",
  "symbols": ["C", "C", "C", "C", "C", "C", "C", "C", "N", "F", "F", "H", "H", "H", "H", "H", "H", "H", "H", "H", "H", "H", "H", "H"],
  "xyz": [[2.41, -0.64, -1.20], [1.39, 0.12, -0.88], [-1.43, -1.04, -1.03], [-1.81, 0.45, 1.02], [0.33, -0.08, 0.18], [-2.46, -0.23, -0.24], [0.57, -1.31, 1.13], [-0.59, 2.14, -0.04], [-0.48, 0.86, 0.69], [-3.49, -1.08, 0.20], [-3.09, 0.69, -0.95], [2.95, -0.52, -2.22], [2.71, -1.48, -0.71], [1.18, 0.92, -1.66], [-1.40, -0.57, -2.08], [-1.72, -2.14, -1.12], [-2.34, 1.29, 1.24], [-1.89, -0.24, 1.84], [0.07, -1.13, 2.05], [1.67, -1.38, 1.30], [0.26, -2.41, 0.83], [-1.40, 1.99, -0.68], [-0.93, 2.79, 0.81], [0.36, 2.29, -0.52]],
  "lowdin_charge": [0.01, -0.14, 0.04, -0.08, -0.27, -0.57, -0.04, 0.00, -0.17, 0.01, 0.08, 0.11, 0.01, 0.12, 0.08, 0.08, 0.09, 0.13, 0.04, 0.07, 0.12, 0.06, 0.12, 0.07],
  "max_force_ev_per_a": 4.98,
  "e_above_lowest_kcal_mol": 60.2,
  "homo_lumo_gap_ha": [0.291, 0.291],
  "homo_energy_ev": [-7.57, -7.57]
}



{
  "formula": "C21H28BN3O6S",
  "method": "ωB97M-V with the def2-TZVPD basis set",
  "symbols": ["C", "C", "O", "B", "O", "C", "C", "C", "C", "C", "C", "C", "C", "N", "C", "C", "N", "S", "N", "C", "H", "H", "H", "H", "H", "H", "H", "H", "H", "H", "H", "H", "O", "C", "O", "C", "C", "C", "H", "H", "H", "H", "H", "H", "H", "H", "O", "C", "O", "C", "C", "C", "H", "H", "H", "H", "H", "H", "H", "H"],
  "xyz": [[1.13, 2.20, -1.15], [1.39, 3.65, -1.64], [1.15, 3.75, -3.06], [-0.08, 4.26, -3.39], [-0.20, 4.78, -4.70], [-1.38, 4.27, -2.48], [-2.06, 3.14, -2.10], [-3.28, 3.23, -1.28], [-3.95, 1.91, -0.95], [-4.95, 1.44, -1.81], [-5.64, 0.22, -1.65], [-5.25, -0.51, -0.49], [-4.26, 0.08, 0.31], [-3.59, 1.21, 0.13], [-3.80, 4.42, -0.86], [-3.13, 5.66, -1.22], [-3.51, 6.91, -0.91], [-2.37, 7.83, -1.65], [-1.38, 6.75, -2.33], [-1.92, 5.54, -2.03], [2.05, 1.63, -1.37], [0.98, 2.13, -0.06], [0.33, 1.69, -1.70], [2.48, 3.82, -1.51], [0.90, 4.43, -1.03], [-0.62, 4.07, -5.20], [-1.71, 2.15, -2.41], [-5.21, 2.06, -2.68], [-6.40, -0.14, -2.35], [-5.71, -1.46, -0.23], [-3.99, -0.49, 1.22], [-4.72, 4.44, -0.27], [2.83, 0.18, 0.34], [3.08, -0.92, -0.08], [3.20, -1.11, -1.41], [3.69, -2.31, -2.01], [2.59, -3.32, -2.20], [3.18, -2.12, 0.83], [4.53, -2.71, -1.44], [4.09, -2.02, -2.98], [2.16, -3.64, -1.25], [2.97, -4.21, -2.72], [1.78, -2.89, -2.79], [2.19, -2.56, 0.96], [3.55, -1.78, 1.80], [3.88, -2.88, 0.48], [1.01, -3.94, 1.90], [1.22, -4.08, 3.08], [2.47, -3.95, 3.55], [2.80, -3.88, 4.94], [2.98, -5.26, 5.53], [0.12, -4.49, 4.02], [2.06, -3.29, 5.49], [3.74, -3.33, 5.00], [2.06, -5.84, 5.49], [3.30, -5.19, 6.58], [3.74, -5.81, 4.98], [0.06, -5.58, 4.06], [-0.82, -4.10, 3.65], [0.24, -4.10, 5.03]],
  "lowdin_charge": [-0.06, -0.21, 0.09, -0.57, 0.13, -0.03, 0.03, -0.15, -0.26, -0.03, -0.05, -0.06, -0.16, 0.12, 0.04, -0.35, -0.22, 0.99, -0.21, -0.30, 0.06, 0.08, 0.07, 0.12, 0.12, 0.10, 0.12, 0.12, 0.10, 0.10, 0.11, 0.13, 0.09, -0.51, 0.00, -0.24, -0.06, 0.01, 0.11, 0.12, 0.07, 0.08, 0.08, 0.06, 0.09, 0.08, 0.09, -0.51, 0.00, -0.23, -0.06, 0.02, 0.12, 0.12, 0.07, 0.08, 0.08, 0.10, 0.09, 0.07],
  "max_force_ev_per_a": 2.24,
  "homo_lumo_gap_ha": 0.314,
  "homo_energy_ev": -8.89
}



{
  "formula": "C11H16AlBeBrFInN2O6P",
  "method": "ωB97M-V with the def2-TZVPD basis set",
  "symbols": ["N", "C", "O", "In", "Br", "C", "C", "O", "P", "O", "H", "H", "H", "H", "H", "Be", "C", "O", "C", "O", "O", "C", "H", "H", "H", "H", "H", "H", "F", "Al", "N", "C", "C", "C", "C", "C", "H", "H", "H", "H", "H"],
  "xyz": [[0.43, 3.89, 1.75], [-0.07, 3.66, 0.56], [-0.51, 3.30, -0.81], [-0.65, 1.23, -1.05], [-1.42, 0.63, -3.50], [1.30, 0.15, -0.54], [1.02, -0.61, 0.92], [0.63, -1.90, 0.92], [-2.46, 0.24, 0.51], [-3.87, 0.83, 0.12], [2.22, 0.91, -0.45], [1.55, -0.71, -1.33], [1.13, 0.06, 1.88], [-2.16, 0.48, 1.90], [-2.38, -1.21, 0.27], [-2.57, -1.50, -4.55], [-5.26, -6.41, -3.58], [-4.92, -6.62, -2.22], [-4.07, -5.69, -1.70], [-3.61, -4.73, -2.30], [-3.83, -6.01, -0.41], [-2.95, -5.11, 0.27], [-5.94, -7.21, -3.89], [-5.78, -5.45, -3.71], [-4.37, -6.45, -4.22], [-3.38, -4.10, 0.29], [-1.97, -5.10, -0.21], [-2.83, -5.46, 1.29], [2.26, -0.22, 3.44], [-0.14, 2.10, -5.26], [5.42, 3.64, 2.25], [6.32, 4.65, 2.26], [5.98, 5.99, 2.33], [4.63, 6.32, 2.38], [3.68, 5.30, 2.38], [4.12, 3.99, 2.31], [7.36, 4.34, 2.21], [6.74, 6.75, 2.33], [4.32, 7.36, 2.44], [2.62, 5.52, 2.42], [3.42, 3.16, 2.30]],
  "lowdin_charge": [0.11, -0.24, -0.31, 0.52, 0.11, -0.16, -0.15, 0.03, 0.71, -0.43, 0.10, 0.10, 0.13, 0.03, 0.01, 0.84, -0.04, 0.02, -0.54, 0.07, 0.02, -0.05, 0.11, 0.10, 0.10, 0.08, 0.10, 0.11, -0.22, 0.80, 0.17, 0.00, 0.06, 0.02, 0.04, -0.02, 0.15, 0.15, 0.14, 0.12, 0.13],
  "total_charge": 3,
  "max_force_ev_per_a": 11.53,
  "homo_lumo_gap_ha": 0.077,
  "homo_energy_ev": -16.74
}



{
  "formula": "C4H4ClOP",
  "method": "ωB97M-V with the def2-TZVPD basis set",
  "symbols": ["C", "C", "C", "C", "O", "P", "Cl", "H", "H", "H", "H"],
  "xyz": [[-1.16, 0.33, 0.67], [-0.19, -0.43, 1.04], [-1.19, 0.98, -0.61], [0.87, -0.90, 0.09], [-1.80, 1.77, -1.26], [0.80, -0.16, -1.66], [2.15, 1.37, -1.70], [-2.02, 0.41, 1.33], [-0.03, -0.78, 2.07], [1.85, -0.62, 0.33], [0.72, -1.97, -0.30]],
  "lowdin_charge": [-0.13, -0.14, -0.30, -0.46, 0.09, 0.51, 0.07, 0.12, 0.12, 0.02, 0.08],
  "max_force_ev_per_a": 4.00,
  "e_above_lowest_kcal_mol": 27.8,
  "homo_lumo_gap_ha": 0.276,
  "homo_energy_ev": -7.87
}



{
  "formula": "C4H10NO",
  "method": "ωB97M-V with the def2-TZVPD basis set",
  "symbols": ["C", "C", "C", "C", "N", "O", "H", "H", "H", "H", "H", "H", "H", "H", "H", "H"],
  "xyz": [[3.08, 0.08, 0.12], [-1.49, 0.35, 0.05], [-1.13, 1.77, 0.02], [-0.85, -1.83, -0.03], [-0.52, -0.47, -0.09], [1.94, 0.36, -0.15], [3.80, 0.82, 0.11], [3.37, -0.91, 0.12], [-2.59, 0.17, 0.08], [-0.09, 1.98, -0.04], [-1.68, 2.27, 0.87], [-1.40, 2.29, -0.83], [-0.55, -2.25, -0.99], [-0.46, -2.37, 0.96], [-1.87, -2.01, -0.15], [0.45, -0.25, -0.03]],
  "lowdin_charge": [0.01, -0.03, -0.02, -0.05, 0.04, 0.00, 0.08, 0.08, 0.18, 0.08, 0.14, 0.08, 0.11, 0.17, 0.07, 0.07],
  "total_charge": 1,
  "max_force_ev_per_a": 4.07,
  "e_above_lowest_kcal_mol": 50.8,
  "homo_lumo_gap_ha": 0.395,
  "homo_energy_ev": -14.93
}